(1)
ORCA calculation (ωB97M-V/def2-TZVPD) on a molecular structure, C2HNaO3Rb at a distorted geometry.

Properties
**LUMO level (alpha / beta)**: -0.6 / -0.8 eV
**Spin multiplicity**: 2
**E_tot**: -13302.8840 eV
**Total charge**: 0
**Gap between HOMO and LUMO (alpha / beta)**: 3.6 / 5.4 eV
**HOMO level (alpha / beta)**: -4.2 / -6.2 eV

CARTESIAN COORDINATES (ANGSTROEM)
Rb  1.995  2.334  -1.450
Na  -1.515  -2.023  -0.639
O  0.506  -1.836  0.490
O  -1.913  0.069  0.045
O  1.796  -0.040  0.037
C  0.685  -0.617  0.259
C  -0.790  0.635  0.258
H  -0.763  1.477  1.002

These are the Löwdin partial charges, in e, on atoms 1 to 4: number 1, Rb, carries 0.874; number 2, Na, carries 0.701; number 3, O, carries -0.108; number 4, O, carries -0.300

=====

(2)
ORCA calculation (ωB97M-V/def2-TZVPD) on 2 unconnected molecules or ions with the total composition C2FI2O2 at a distorted geometry.

Properties
**LUMO level (alpha / beta)**: 1.7 / 1.7 eV
**Relative energy (zero: lowest compared OMol25 entry of this formula, charge and spin)**: 109.2 kJ/mol
**E_tot**: -25088.1219 eV
**Total charge**: -1
**Gap between HOMO and LUMO (alpha / beta)**: 6.8 / 6.8 eV
**HOMO level (alpha / beta)**: -5.1 / -5.1 eV

CARTESIAN COORDINATES (ANGSTROEM)
I  -2.930  -1.023  -0.086
I  -0.441  2.365  0.155
F  -0.304  -0.144  1.562
O  1.211  -1.588  -0.339
O  1.695  0.511  -1.020
C  -0.290  0.290  0.258
C  1.059  -0.411  -0.530

These are the Löwdin partial charges, in e, on atoms 1 to 4: number 1, I, carries -0.134; number 2, I, carries 0.839; number 3, F, carries -0.144; number 4, O, carries 0.028

=====

(3)
ORCA calculation (ωB97M-V/def2-TZVPD) on a molecular structure, C12H23B2Cl2O7V at a distorted geometry.

Properties
**LUMO level**: -5.4 eV
**E_tot**: -79228.1161 eV
**Total charge**: 0
**Gap between HOMO and LUMO**: 2.8 eV
**HOMO level**: -8.2 eV

CARTESIAN COORDINATES (ANGSTROEM)
V  -1.727  -5.247  -0.162
Cl  -2.858  -1.251  -1.379
Cl  -2.377  2.919  -2.058
O  0.164  -0.760  -2.452
O  2.757  1.300  -1.267
O  -0.184  -5.296  -0.774
O  -0.218  -2.135  1.367
O  -3.077  -5.803  0.596
O  -0.422  0.010  4.185
O  -0.045  0.188  -0.351
C  -1.065  1.215  4.566
C  -0.373  -0.200  2.795
C  -0.105  2.178  5.266
C  -4.478  1.281  -1.689
C  1.410  -0.855  -1.781
C  -2.131  0.283  -1.699
C  -2.984  1.321  -1.798
C  3.005  0.397  -3.644
C  0.288  -1.547  2.558
C  0.627  -2.142  0.273
C  3.662  1.737  -3.988
C  0.982  -0.719  -0.315
B  -0.508  0.336  -1.785
B  2.424  0.331  -2.191
H  2.123  0.283  -4.284
H  -0.187  3.171  4.824
H  1.587  -2.607  0.531
H  -4.883  0.340  -2.046
H  3.689  -0.432  -3.839
H  0.051  -2.211  3.388
H  1.375  -1.458  2.490
H  -0.360  2.304  6.316
H  2.910  2.515  -4.105
H  0.925  1.854  5.153
H  -4.750  1.442  -0.643
H  -0.160  1.479  -2.109
H  0.214  0.593  2.322
H  -4.899  2.116  -2.241
H  -1.365  -0.216  2.332
H  4.166  1.656  -4.952
H  -1.496  1.706  3.690
H  1.887  -1.830  -1.934
H  1.733  -0.314  0.376
H  -1.909  0.974  5.214
H  4.416  2.027  -3.261
H  0.174  -2.749  -0.502
H  1.989  1.816  -0.997

These are the Löwdin partial charges, in e, on atoms 1 to 4: number 1, V, carries 1.160; number 2, Cl, carries 0.711; number 3, Cl, carries 0.711; number 4, O, carries 0.023

=====

(4)
ORCA calculation (ωB97M-V/def2-TZVPD) on a molecular structure, C14H10ClN2O6W.

Properties
**LUMO level (alpha / beta)**: -5.4 / -5.4 eV
**E_tot**: -44288.0538 eV
**Total charge**: +1
**Gap between HOMO and LUMO (alpha / beta)**: 7.0 / 7.0 eV
**HOMO level (alpha / beta)**: -12.4 / -12.4 eV

CARTESIAN COORDINATES (ANGSTROEM)
W  0.712  0.698  1.436
Cl  2.432  -1.487  -5.658
O  0.859  2.591  1.629
O  0.562  -3.228  0.546
O  2.566  0.857  1.598
O  2.293  4.345  1.593
O  0.688  -1.028  0.815
O  4.352  2.255  1.683
N  -1.863  -1.145  2.426
N  -1.417  0.930  1.429
C  1.796  -2.936  -3.482
C  -3.689  0.265  1.856
C  -1.912  2.089  0.870
C  0.789  -2.193  0.016
C  -4.146  1.420  1.294
C  -2.303  0.011  1.909
C  1.737  -0.527  -3.246
C  -3.236  2.358  0.776
C  2.097  3.188  1.627
C  1.194  -1.938  -1.374
C  1.360  -0.665  -1.926
C  1.956  -1.663  -4.016
C  3.194  2.074  1.649
C  1.413  -3.069  -2.163
H  1.283  -4.050  -1.727
H  -5.210  1.612  1.249
H  1.183  0.227  -1.336
H  -4.367  -0.473  2.260
H  -2.530  -1.813  2.773
H  1.867  0.451  -3.686
H  1.972  -3.805  -4.100
H  -1.169  2.792  0.523
H  -3.569  3.282  0.328
H  -0.896  -1.425  2.431

These are the Löwdin partial charges, in e, on atoms 1 to 4: number 1, W, carries 1.825; number 2, Cl, carries 0.739; number 3, O, carries -0.238; number 4, O, carries 0.179

=====

(5)
ORCA calculation (ωB97M-V/def2-TZVPD) on a molecular structure, C28H20N4O2Pd.

Properties
**LUMO level**: -1.4 eV
**Relative energy (zero: lowest compared OMol25 entry of this formula, charge and spin)**: 0.0 kJ/mol
**E_tot**: -42896.8708 eV
**Total charge**: 0
**Gap between HOMO and LUMO**: 6.0 eV
**HOMO level**: -7.4 eV

CARTESIAN COORDINATES (ANGSTROEM)
Pd  -0.696  0.519  1.286
O  5.281  1.967  4.194
O  4.517  4.079  3.829
N  0.952  1.247  2.016
N  -1.054  2.524  0.982
N  -2.405  -0.257  0.556
N  0.283  -1.241  1.705
C  -4.821  1.416  2.769
C  4.495  2.840  3.798
C  2.227  3.118  2.656
C  -0.139  -2.482  1.483
C  0.643  -3.585  1.787
C  -1.160  -1.928  -2.493
C  1.092  2.576  2.080
C  -0.051  3.303  1.469
C  -3.165  -3.025  -1.784
C  -3.691  0.756  2.316
C  -1.201  5.272  0.758
C  -5.909  1.614  1.930
C  -2.096  -2.936  -2.669
C  -2.102  3.095  0.395
C  -3.292  -2.132  -0.735
C  1.878  0.393  2.470
C  -1.289  -1.018  -1.454
C  2.331  -2.089  2.586
C  -2.353  -1.105  -0.549
C  -2.212  4.469  0.259
C  -3.602  0.288  0.996
C  -4.712  0.492  0.158
C  -5.843  1.140  0.627
C  -0.106  4.681  1.371
C  1.505  -1.029  2.260
C  1.894  -3.383  2.344
C  3.032  0.882  3.051
C  3.203  2.259  3.148
H  2.528  -4.223  2.589
H  -6.680  1.287  -0.044
H  0.702  5.280  1.768
H  3.827  0.261  3.443
H  -3.082  4.888  -0.227
H  -4.114  -2.226  -0.038
H  -6.795  2.122  2.287
H  -2.856  0.587  2.986
H  -4.674  0.156  -0.870
H  -3.902  -3.809  -1.903
H  -0.564  -0.221  -1.337
H  -2.875  2.424  0.042
H  -0.325  -1.836  -3.177
H  -4.855  1.766  3.793
H  3.301  -1.899  3.022
H  0.265  -4.576  1.584
H  -1.261  6.349  0.674
H  2.416  4.179  2.751
H  -2.000  -3.640  -3.485
H  -1.124  -2.578  1.048

These are the Löwdin partial charges, in e, on atoms 1 to 4: number 1, Pd, carries 1.055; number 2, O, carries -0.022; number 3, O, carries -0.022; number 4, N, carries -0.028

=====

(6)
ORCA calculation (ωB97M-V/def2-TZVPD) on 2 unconnected molecules or ions with the total composition C2H8NOPS at a distorted geometry.

Properties
**LUMO level (alpha / beta)**: 0.6 / -2.2 eV
**Spin multiplicity**: 3
**Relative energy (zero: lowest compared OMol25 entry of this formula, charge and spin)**: 314.7 kJ/mol
**E_tot**: -25860.3124 eV
**Total charge**: 0
**Gap between HOMO and LUMO (alpha / beta)**: 8.3 / 7.8 eV
**HOMO level (alpha / beta)**: -7.7 / -10.0 eV

CARTESIAN COORDINATES (ANGSTROEM)
S  -0.639  0.156  -0.632
P  -1.761  2.730  0.403
O  -0.184  0.782  -1.891
N  -1.445  -1.161  -0.733
C  0.961  -0.066  0.346
C  1.616  -1.258  -0.267
H  1.501  0.829  0.290
H  0.831  -1.990  -0.575
H  2.263  -1.719  0.465
H  -1.567  -1.904  -0.046
H  -1.610  2.949  1.805
H  2.195  -1.088  -1.156
H  0.773  -0.318  1.345
H  -2.936  2.058  0.646

These are the Löwdin partial charges, in e, on atoms 1 to 4: number 1, S, carries 0.634; number 2, P, carries 0.614; number 3, O, carries -0.454; number 4, N, carries -0.238

=====

- Which of these has the highest total charge?
  C14H10ClN2O6W